[1]
Computed, not measured: 2 unconnected molecules or ions with the total composition C38H29Cl2N3O2Si, with ωB97M-V with the def2-TZVPD basis set.

**Charge**: 0
**Orbital gap**: 0.141 Ha
**Max |F|**: 0.0564 hartree/bohr
**E**: -81361.7341 eV
**E_LUMO**: -3.31 eV

Cartesian coordinates (Å):
H: 1.013969 -4.569640 -4.936971
C: 1.878873 -5.971319 -0.094611
H: -2.127400 -0.191903 1.033698
H: -0.312096 -4.039843 -2.874299
C: 0.746672 -2.190907 -2.467107
C: 2.370009 -2.881819 -4.676748
H: -1.707478 7.019906 -0.239396
H: -0.979177 -2.300517 -1.107784
H: 3.009213 -1.251107 0.694935
C: 3.724330 0.551581 -0.230604
C: 0.601200 -3.664689 0.951877
C: -3.975766 0.838675 -1.274515
H: -3.471627 2.077510 0.412967
H: -0.093545 7.870814 1.464709
C: -1.082454 6.325250 0.322965
H: -1.866484 4.573899 -0.695525
H: -1.405346 2.331466 -1.721141
C: -2.600733 0.191622 4.376771
C: -0.486993 -0.286296 -1.535011
H: -2.889133 -0.533963 -2.594338
H: 4.079872 2.424103 -1.240383
C: -0.255727 -1.640500 -1.564569
C: 2.713694 -1.786748 -3.877740
C: 1.907721 -1.442261 -2.792675
C: 1.283910 -3.699893 -4.320689
H: 1.817904 3.331784 -0.750246
H: -3.002610 -0.350490 5.234773
C: -0.105843 -2.693280 1.693729
H: -1.019223 3.115310 3.555805
C: -2.736221 -0.340100 3.096530
N: -1.647279 0.301673 -1.133213
H: 1.127178 3.825466 2.329876
C: -3.237793 2.027636 -0.654050
C: 0.501325 4.531652 1.774920
H: 4.723476 0.146070 -0.411440
C: -0.141826 -4.538925 0.044176
C: 2.088918 2.333505 -0.400862
H: 0.919461 -0.189565 1.553151
O: 3.869101 -5.153931 0.950062
Cl: 2.716991 -7.344468 -0.645212
C: -1.188436 4.951894 0.074544
N: 3.194622 -2.394028 2.940233
H: 1.317960 6.264694 2.758851
H: -3.260714 -1.281541 2.939363
C: 3.365187 1.826401 -0.674714
H: -1.772648 1.812756 5.545073
O: -1.256664 -4.233458 -0.390896
C: 2.667998 -5.023878 0.728957
H: 0.296486 0.415894 -1.871853
C: -1.737888 1.738268 -0.846436
C: -1.467129 1.519722 2.153790
H: 2.139158 -0.569199 -2.180455
C: -1.446044 2.114751 3.431306
H: -4.741589 0.460295 -0.595132
H: 2.962007 -3.122631 -5.556152
H: -3.525484 2.994184 -1.078742
C: 1.565185 0.340514 0.849404
Si: -0.590533 2.211055 0.631580
Cl: -0.390364 -6.955749 -1.173053
C: 0.544574 -5.799190 -0.336144
C: -2.931825 -0.266717 -1.525236
C: -0.415240 4.056355 0.823350
C: 1.166176 1.585047 0.346750
C: 0.612691 5.905266 2.009936
C: 2.781808 -0.217191 0.454313
C: -1.925905 1.409438 4.543659
C: 0.521175 -3.396459 -3.186708
H: 3.585785 -1.182278 -4.116163
H: -4.475133 1.099169 -2.212889
H: -3.131772 -1.197312 -0.965916
C: 2.591158 -3.073391 2.206958
C: -2.128073 0.294391 2.009029
C: 1.899474 -3.930400 1.320421
N: -0.593373 -1.911562 2.408176
C: -0.181691 6.799135 1.282976

Forces on the atoms, in the same order (eV/Å):
0.2 0.4 0.4
-1.1 -0.4 -0.4
-0.1 0.1 0.3
0.2 0.3 -0.4
1.1 -0.3 -0.9
-0.2 -0.3 0.2
0.2 -0.1 0.1
-0.2 0.1 -0.3
0.1 0.4 0.2
-0.4 0.0 -0.2
1.7 -0.4 1.3
-0.2 -0.5 -0.1
0.0 0.0 -0.1
-0.1 -0.3 0.0
0.1 -0.1 -0.1
0.1 0.2 0.3
0.1 -0.2 0.0
0.1 0.1 -0.3
0.8 -0.8 -0.1
0.0 -0.1 0.2
-0.2 -0.1 0.2
-0.6 1.4 0.0
-0.5 -0.2 0.2
-0.3 -0.4 0.0
0.2 0.1 0.3
0.1 -0.3 0.0
0.1 0.2 -0.2
-1.1 2.0 1.2
0.0 -0.4 0.1
-0.1 0.4 0.0
-0.2 0.2 0.3
-0.2 0.3 -0.2
0.2 0.0 0.6
-0.2 0.5 -0.1
-0.4 0.1 -0.1
-2.0 0.0 -1.4
0.1 -0.3 -0.1
0.1 0.0 -0.5
-2.0 0.1 -0.4
0.0 0.0 0.0
0.3 0.4 0.5
-1.2 -1.3 -1.4
-0.2 0.0 -0.2
0.1 0.2 0.1
0.0 0.1 0.2
-0.2 0.0 -0.3
2.0 -0.9 1.2
1.9 -0.6 -0.1
-0.5 -0.4 0.0
0.6 0.6 -0.3
0.1 -0.2 0.1
0.0 -0.2 -0.3
0.2 -0.4 0.1
0.0 0.1 -0.1
-0.1 0.0 0.1
0.1 -0.2 -0.1
0.1 -0.1 -0.4
-0.4 0.1 0.1
0.1 0.2 0.0
1.1 -0.2 -0.1
-0.1 -0.3 -0.1
-0.1 -0.1 -0.2
0.1 0.0 0.5
-0.1 -0.2 -0.2
0.2 0.2 0.3
-0.1 0.2 -0.3
0.0 0.5 0.2
-0.1 -0.1 0.0
0.1 0.0 0.1
-0.1 0.4 -0.1
1.5 1.4 2.1
-0.2 0.1 0.3
-1.7 1.1 -0.7
1.2 -1.9 -1.2
-0.1 -0.2 0.0



[2]
Computed, not measured: a gas-phase ion, C33H35N2OS (charge +1), with ωB97M-V with the def2-TZVPD basis set.

**Charge**: +1
**Orbital gap**: 0.257 Ha
**Max |F|**: 0.0717 hartree/bohr
**E**: -50643.2973 eV
**E_LUMO**: -3.19 eV

Cartesian coordinates (Å):
C: -1.425890 -0.917370 -0.898641
H: -2.599061 1.816026 -2.496436
C: 2.547486 0.166582 1.398347
H: 3.181996 1.420739 -0.263053
H: 6.025703 -2.792414 -1.915409
C: -0.586289 -0.241817 3.869740
C: 3.704854 -1.978815 -0.056090
H: 2.405054 -1.269763 3.023878
C: -0.669696 -0.919219 1.561783
H: -4.453719 4.108311 2.818259
C: 2.901524 4.403669 2.169472
C: -4.936736 5.026185 5.484019
H: -0.390276 -3.657776 3.501033
H: 4.249779 -0.490711 -1.495134
C: -1.786964 1.878488 -0.503668
C: -3.070042 6.580392 5.315109
H: -0.047761 2.403745 4.303852
H: -3.246648 6.882638 6.351028
C: 0.326591 4.872817 1.297604
H: -2.001031 6.657143 5.103520
H: -5.629856 5.440804 4.748166
H: -1.025056 4.379691 5.403985
H: -0.643830 4.444227 1.040572
C: 3.075879 -2.200370 1.177154
H: 2.904079 5.370059 2.670552
H: 0.833139 2.303586 0.610590
H: 3.653046 3.785117 2.654114
C: -0.611619 -2.261144 1.886817
C: -1.962741 -0.130270 -1.935785
C: -1.540189 3.914333 4.576974
H: -0.678330 0.488512 4.684127
C: -0.523875 -1.603131 4.199125
H: 3.169928 4.569113 1.125243
N: 4.233130 -3.070461 -0.773104
H: -3.274362 2.501100 1.378300
H: 2.368914 -3.761929 -1.453025
C: 0.881229 2.194714 1.697475
H: 6.205358 -2.800866 -0.126306
C: -1.491746 2.480850 2.620510
C: 3.170257 0.394905 0.158438
C: -0.814402 1.437533 1.876915
C: -0.610367 0.105704 2.541633
H: -3.605046 7.294562 4.669476
H: 0.138661 5.808210 1.842480
C: -0.465732 -2.622187 3.224920
C: -2.853215 4.345345 4.283455
C: 5.673362 -3.247301 -0.971621
H: 3.717233 -4.902461 -1.693118
H: -0.474647 -1.894169 5.224787
H: -2.259925 -0.606767 -2.867942
C: 2.686873 -1.123697 1.970197
O: 2.171580 1.284836 3.499318
C: 3.422940 -3.843711 -1.725364
C: -2.776786 2.939024 2.263460
H: 2.943464 -3.225526 1.534754
C: -3.455388 3.801266 3.130439
H: -5.122588 5.527702 6.440378
C: -1.171531 1.104193 0.480226
H: 3.565804 -3.503094 -2.762688
H: -1.338137 -2.015225 -0.974733
C: 1.922953 1.250777 2.253423
H: -0.713069 -3.014540 1.084794
S: 1.183254 3.752977 2.440320
H: -5.152992 3.962065 5.610286
C: -1.027730 -0.293973 0.268526
H: -2.045971 2.936763 -0.358215
N: -3.558440 5.238736 5.080330
H: 5.900799 -4.325832 -0.996660
H: 0.940494 5.073600 0.413403
C: -2.166780 1.238370 -1.696078
C: 3.761387 -0.646229 -0.534690
C: -0.921720 2.893573 3.844120

Forces on the atoms, in the same order (eV/Å):
0.1 -0.1 -0.5
-0.2 0.2 0.0
0.8 -0.1 0.7
0.0 -0.8 0.2
0.0 -0.1 0.2
-0.1 -0.3 0.8
-0.5 0.6 -0.1
-0.2 0.0 -0.7
-0.2 0.7 0.1
0.1 0.0 0.4
-0.1 -0.4 -0.3
0.1 -0.1 -0.5
0.0 -0.2 0.2
-0.1 0.2 0.2
0.1 -0.4 -0.2
0.0 0.0 -0.2
-0.3 0.5 -0.7
0.1 0.0 0.0
-0.1 0.4 0.3
-0.1 0.0 0.0
-0.3 0.0 0.0
0.0 -0.3 0.4
0.2 -0.1 0.1
0.4 0.2 0.3
-0.3 0.0 0.1
0.7 0.0 0.2
-0.3 -0.3 0.1
0.1 -0.3 -0.5
0.2 0.1 1.1
-0.4 -0.1 -0.2
0.2 -0.4 -0.5
0.5 -0.5 -0.8
-0.3 -0.3 0.0
0.2 -1.1 -0.4
0.3 0.5 0.7
0.1 0.0 -0.1
0.1 -1.7 -1.4
0.0 -0.1 -0.2
-1.5 0.3 1.3
-0.7 0.8 0.0
2.9 0.6 0.1
-0.5 -1.0 -0.7
0.2 0.0 0.1
0.2 -0.3 -0.1
-0.4 1.4 0.1
0.0 -0.4 -0.9
-0.4 0.4 0.1
-0.1 0.2 0.1
0.0 0.0 0.6
0.0 0.3 0.2
-1.0 0.4 -0.1
-0.8 0.4 -3.6
0.2 0.5 0.5
0.2 -0.4 0.7
0.4 0.4 0.0
0.0 -0.1 -0.7
0.1 -0.1 -0.2
-0.9 -0.8 -1.0
-0.1 0.1 0.1
-0.1 0.7 -0.1
1.1 -1.2 2.7
0.2 0.4 0.6
0.4 1.9 0.2
0.1 0.1 -0.1
-0.2 0.4 0.5
0.3 -0.5 -0.1
0.4 0.1 0.9
-0.1 0.4 0.0
-0.2 -0.2 0.2
0.4 -0.3 -0.4
0.3 -0.8 -0.1
-1.0 0.7 0.4



[3]
Computed, not measured: a molecular structure, C2H12NO4, with ωB97M-V with the def2-TZVPD basis set.

**Charge**: -1
**Orbital gap**: 0.319 Ha
**Max |F|**: 0.0788 hartree/bohr
**E**: -11948.9795 eV
**E_LUMO**: 4.03 eV
**Energy above the lowest of the compared OMol25 structures with the same formula, charge and spin**: 117.9 kJ/mol

Cartesian coordinates (Å):
H: 1.362687 1.066115 1.988814
H: -0.290099 1.356678 2.735936
H: 0.407723 -0.394423 -1.722180
H: 1.631898 -1.059508 1.206015
H: -0.653885 0.753079 -2.761714
H: -1.638322 -1.247829 0.568146
H: 0.249583 0.269219 -0.026044
N: -0.161894 0.088796 0.883000
C: 0.275305 1.191130 1.731512
H: -1.524679 0.401420 -0.969542
H: 1.595140 -1.541942 -1.564832
O: 1.475416 -0.610070 -1.691917
O: -0.799537 0.250143 -2.019549
C: -1.560062 -0.194887 0.885224
H: 2.312589 -0.726866 -0.044423
H: -2.095966 0.029619 1.770408
O: 2.507198 -1.062100 0.781062
H: 0.229963 2.168701 1.230226
O: -2.276182 0.462866 -0.106125

Forces on the atoms, in the same order (eV/Å):
-0.9 0.0 -0.1
0.7 -0.8 -1.8
0.9 0.2 -0.8
0.1 0.0 -0.2
0.3 1.9 -2.3
0.0 -0.4 0.9
-0.5 -0.4 -0.1
1.1 0.7 2.3
0.5 1.0 1.4
-2.1 0.7 0.3
-0.1 -0.8 0.0
-0.5 0.6 0.0
0.0 -2.4 2.3
-0.8 -1.0 -2.9
-0.7 1.4 -3.3
0.2 -0.2 1.7
0.8 -1.5 3.7
-0.2 0.0 0.0
1.0 0.9 -1.1



[4]
Computed, not measured: 9 unconnected molecules or ions with the total composition C26H45N7O10, with ωB97M-V with the def2-TZVPD basis set.

**Charge**: -2
**Orbital gap**: 0.240 Ha
**Max |F|**: 0.0318 hartree/bohr
**E**: -58603.2808 eV
**E_LUMO**: 3.75 eV

Cartesian coordinates (Å):
C: 1.113363 3.469917 0.340503
H: -1.794089 -1.749797 -1.149360
H: 5.776167 1.739063 -5.872322
C: -1.888366 3.268481 2.389373
H: 3.568652 3.164068 -1.685978
H: -1.492142 1.989114 0.543295
C: 2.267827 2.314848 3.647573
C: -0.816052 -6.956356 -1.244754
H: -0.600635 6.074061 -2.361863
H: 0.751972 -3.754659 1.398332
H: -1.892751 -6.797333 -1.305315
H: -1.443382 -5.038507 0.753327
H: -1.615406 4.781892 -2.948673
C: -1.372394 -2.625167 2.611632
H: -0.553231 -7.324175 -0.248760
C: -2.836907 -1.487780 -1.233958
C: 1.198344 -0.862059 -0.832592
H: -1.940130 3.472785 4.612413
N: -3.206234 -0.308382 -1.805274
O: 4.317473 0.142474 -4.678591
N: -0.491726 4.241712 -1.310038
C: 2.948106 1.988946 4.802828
C: -3.986628 -2.201003 -0.987430
N: -1.426409 1.104282 2.433647
C: -1.650385 2.164214 1.593956
H: -2.579989 -4.811973 -0.575380
C: -5.091268 -1.388779 -1.357583
C: 4.458344 1.277594 -4.282053
H: -2.031246 4.266365 2.004477
C: -1.628773 -4.461669 -0.170129
H: -1.149205 -4.551643 3.305604
H: 4.552179 2.933465 -5.654685
H: 0.024208 -3.666331 -1.193664
O: 1.896473 -0.228710 -1.648231
H: -3.478648 -3.044101 2.210769
O: 0.994439 -5.772190 -2.181976
H: -2.643566 0.489650 -2.108710
H: -0.494797 -7.717038 -1.949613
H: 1.833339 -0.892565 3.596415
N: 1.790733 1.164795 3.111934
O: -0.225425 0.566835 -4.527899
C: 2.821646 0.587741 4.971387
O: -2.171304 1.506648 -3.855631
H: 3.474257 2.667671 5.453208
H: 2.064226 3.287862 3.239366
H: -0.654907 3.263053 -1.570728
N: -0.532706 -4.528803 -1.077348
C: -4.559384 -0.223360 -1.863316
H: 5.975978 2.849743 -4.529088
H: 1.315867 -3.136746 2.952222
H: -1.735282 -3.435333 0.175818
C: -0.954683 1.189546 -3.758829
O: -0.371000 1.657951 -2.546475
N: -0.697359 -3.750460 2.909729
H: 3.308721 1.124223 -2.602031
H: -4.035201 -3.217102 -0.622497
O: 0.764896 -2.052133 -0.941759
H: -3.226681 -1.582559 3.068091
H: 1.084833 -4.881604 2.711871
H: 2.176004 3.495109 0.131044
H: 3.628048 3.838495 -3.273478
C: -2.833069 -2.590275 2.968148
C: -1.844514 2.843120 3.741097
H: -1.171376 0.182847 2.115028
H: 5.138305 3.377819 -2.437928
O: -0.806136 -1.690809 2.039017
H: 1.246035 1.107688 2.258469
H: -1.398430 0.782561 4.528063
H: 0.546470 1.306145 -2.488108
C: 5.236617 2.288182 -5.099104
O: 0.698736 5.769397 -0.157834
H: 3.305042 -0.025366 5.717855
O: 0.775551 -0.219561 0.337230
C: 2.157527 0.094985 3.868870
C: -1.208578 5.231507 -2.038394
H: -2.079816 5.604455 -1.487343
N: 3.969540 1.727303 -3.095275
H: -6.140936 -1.605342 -1.249555
H: -2.986048 -3.174598 3.882633
H: 0.319159 -0.964196 0.789779
H: 0.889938 3.534395 1.399034
C: -0.034295 -5.691741 -1.550740
C: 0.692594 -3.895339 2.482009
H: 0.772662 2.507231 -0.054888
C: 0.431071 4.591783 -0.402922
C: -1.607818 1.484728 3.737650
C: 4.100112 3.088150 -2.626881
H: -5.006153 0.700604 -2.188683

Forces on the atoms, in the same order (eV/Å):
-0.3 -0.7 -1.0
0.1 0.0 0.0
0.0 -0.1 0.1
0.0 -0.1 -0.7
0.0 -0.1 0.2
-0.2 0.3 -0.1
0.2 0.1 0.7
-0.1 0.0 0.1
0.2 0.0 0.3
0.1 0.1 0.1
0.0 -0.2 0.1
0.0 -0.1 -0.2
0.1 -0.2 0.1
0.0 0.5 -0.6
-0.1 0.1 0.1
0.2 0.1 -0.6
0.1 -0.6 -1.5
-0.1 -0.1 0.0
-0.2 0.6 0.4
0.0 -0.3 -0.1
0.1 -0.5 0.1
-0.3 0.0 -0.1
-0.2 -0.3 0.3
-0.6 0.5 0.0
0.5 -0.4 0.8
0.0 0.1 -0.2
0.1 0.3 -0.1
0.1 0.2 0.4
-0.1 0.0 0.1
-0.2 -0.1 1.0
-0.3 0.1 0.0
0.0 0.3 0.4
0.0 -0.2 -0.1
-0.5 0.2 1.1
0.4 -0.1 -0.3
0.8 -0.1 -0.5
0.3 -0.4 -0.3
-0.1 0.0 -0.1
0.1 -0.1 0.0
-0.2 0.1 -0.6
0.0 0.3 0.3
0.7 -0.5 -0.3
0.5 0.0 0.5
-0.1 0.1 0.0
0.0 -0.1 -0.2
0.3 0.2 0.0
0.4 0.0 -0.3
0.0 0.0 0.2
-0.3 0.2 0.1
0.0 0.0 0.0
-0.1 0.0 -0.3
-0.6 0.1 -0.7
0.6 -0.2 0.3
0.6 -0.2 0.2
0.2 -0.2 -0.1
0.0 0.2 0.0
0.2 0.7 0.5
0.4 0.1 0.2
-0.2 -0.1 0.2
0.3 0.3 0.3
0.2 -0.2 -0.2
-0.5 -0.5 0.3
-0.2 -0.2 0.1
-0.1 -0.3 0.0
0.0 0.0 -0.1
-0.4 -0.5 0.6
0.2 -0.1 0.0
-0.1 0.1 0.1
-0.6 -0.2 -0.1
0.3 -0.3 -0.7
0.0 0.0 0.0
-0.1 0.1 0.1
0.1 -0.5 0.2
-0.5 0.4 0.4
-1.0 0.2 -0.9
0.2 0.2 0.1
-0.2 0.0 0.0
0.0 -0.1 0.0
-0.1 0.3 0.0
0.2 0.6 -0.2
0.1 0.1 0.1
-0.4 0.1 0.3
-0.1 0.3 -0.5
0.0 0.0 0.3
0.1 0.3 0.4
0.7 0.1 -0.4
-0.3 0.1 0.1
-0.1 -0.1 -0.2